1.
This record from the OMol25 dataset describes C5H10MgO3Pb as an isolated structure in a non-equilibrium geometry. The level of theory is wB97M-V/def2-TZVPD.

The geometry in XYZ format:
```
20
Properties=species:S:1:pos:R:3:forces:R:3:lowdin_charge:R:1
O -0.463 -1.591 -1.290 -0.44 0.00 1.14 -0.34
C -1.177 -0.535 -1.849 0.48 0.13 -0.43 -0.35
C -1.939 0.296 -0.822 -0.47 0.04 -0.41 -0.19
O -1.045 0.480 0.279 0.42 -0.67 0.27 -0.33
C -1.295 1.545 1.176 -0.10 0.63 0.11 -0.09
Mg -0.002 -1.248 0.551 0.31 0.14 -1.59 0.91
H -1.901 -0.867 -2.615 0.16 0.05 0.14 0.12
H -0.448 0.146 -2.334 -0.37 -0.03 -0.07 0.12
H -2.846 -0.213 -0.458 0.19 -0.01 -0.01 0.13
H -2.245 1.270 -1.230 0.23 -0.18 0.09 0.14
H -1.041 1.172 2.175 -0.39 0.33 -0.04 0.10
H -0.620 2.382 0.946 -0.18 -0.20 0.02 0.03
H -2.339 1.871 1.061 0.27 -0.17 0.43 0.10
C 2.075 -1.685 1.118 -0.28 -0.39 -0.46 -0.14
C 2.665 -0.746 0.235 0.57 0.71 1.57 -0.37
O 2.808 0.457 0.624 0.23 -3.10 -0.17 -0.59
Pb 2.450 2.472 0.159 -0.32 2.50 -0.63 0.50
H 2.085 -1.428 2.186 0.21 -0.11 -0.41 0.06
H 2.190 -2.736 0.831 0.00 0.26 0.29 0.05
H 3.088 -1.041 -0.742 -0.54 0.07 0.14 0.14
```
Positions in Å, forces in eV/Å.

Values from the calculation:
F_max = 3.1 eV/A
spin multiplicity = 1
frontier orbital gap (spin up / spin down) = 4.19 / 4.04 eV
total energy = -22179.38766 eV
E_LUMO (spin up / spin down) = -0.85 / -0.95 eV
relative energy (zero: lowest compared OMol25 entry of this formula, charge and spin) = 2.6 kcal/mol
HOMO (spin up / spin down) = -5.0 / -5.0 eV

2.
This record from the OMol25 dataset describes the molecule C23H29N3O3. The level of theory is wB97M-V/def2-TZVPD.

The geometry in XYZ format:
```
58
Properties=species:S:1:pos:R:3:forces:R:3:lowdin_charge:R:1
C -9.981 -0.151 -1.462 0.18 -0.14 0.35 -0.07
C -9.827 -0.495 0.017 -0.31 0.22 -0.21 -0.25
O -8.718 -1.331 0.271 0.24 -0.16 0.04 -0.06
C -7.457 -0.808 0.246 0.17 -0.03 0.01 -0.27
C -6.423 -1.736 0.381 -0.20 0.10 -0.03 -0.01
C -5.109 -1.327 0.388 -0.02 0.16 -0.02 -0.02
C -4.783 0.024 0.260 -0.48 0.09 0.00 -0.23
C -5.811 0.949 0.131 0.26 0.09 0.00 0.00
C -7.133 0.538 0.123 -0.36 -0.28 0.04 -0.02
H -7.898 1.291 0.023 -0.10 0.04 -0.02 0.11
H -5.573 1.994 0.032 0.00 0.01 -0.01 0.10
N -3.432 0.377 0.273 0.43 -0.22 0.10 0.13
C -2.858 1.609 0.104 -0.07 -0.22 0.04 -0.42
O -3.488 2.626 -0.123 -0.07 0.07 -0.06 0.07
C -1.377 1.600 0.193 0.32 0.06 0.09 -0.15
C -0.646 0.685 0.946 -0.25 0.19 -0.20 -0.04
C 0.731 0.741 0.991 0.29 -0.06 -0.02 -0.03
C 1.432 1.715 0.269 -0.31 -0.10 0.20 -0.26
N 2.787 1.805 0.301 0.51 0.24 -0.25 0.03
C 3.672 0.799 0.809 -0.16 0.20 0.01 -0.11
C 5.062 1.061 0.223 -0.24 -0.02 0.26 -0.43
O 5.244 2.013 -0.516 -0.05 0.23 -0.19 0.06
N 6.045 0.209 0.567 0.23 0.10 0.06 -0.08
C 5.866 -0.983 1.359 -0.18 -0.24 0.11 -0.15
C 5.549 -2.230 0.494 -0.08 0.06 -0.15 -0.16
H 6.222 -3.045 0.765 -0.01 -0.08 0.07 0.11
C 5.665 -1.958 -1.006 0.06 -0.18 0.05 -0.20
C 7.102 -1.727 -1.488 -0.03 0.06 0.09 -0.19
C 7.975 -0.931 -0.517 -0.21 0.08 -0.11 -0.18
C 7.352 0.382 -0.051 0.35 0.16 -0.18 -0.13
H 8.026 0.864 0.669 -0.03 0.04 -0.10 0.13
H 7.213 1.061 -0.895 0.09 -0.06 0.14 0.12
H 8.220 -1.554 0.344 0.09 -0.03 0.04 0.10
H 8.917 -0.689 -1.012 0.05 -0.01 0.11 0.12
H 7.063 -1.209 -2.449 0.06 -0.04 -0.07 0.11
H 7.586 -2.692 -1.655 -0.01 0.00 -0.07 0.11
H 5.050 -1.094 -1.263 -0.07 -0.07 -0.06 0.11
H 5.252 -2.813 -1.546 -0.07 0.06 -0.02 0.11
H 4.532 -2.567 0.703 0.02 -0.06 0.06 0.10
H 5.072 -0.821 2.089 0.09 0.01 0.00 0.11
H 6.789 -1.136 1.924 -0.13 0.03 0.04 0.12
H 3.725 0.849 1.907 0.04 -0.19 -0.09 0.13
H 3.340 -0.207 0.520 0.04 -0.02 0.09 0.13
H 3.247 2.468 -0.313 -0.05 -0.14 0.07 0.13
C 0.692 2.652 -0.468 0.03 -0.02 0.01 -0.01
C -0.680 2.598 -0.493 -0.10 -0.14 0.06 -0.02
H -1.249 3.323 -1.054 -0.04 0.07 -0.04 0.12
H 1.219 3.420 -1.015 0.04 0.09 -0.07 0.11
H 1.268 0.032 1.603 0.06 -0.05 0.06 0.10
H -1.147 -0.065 1.544 -0.04 -0.05 0.04 0.11
H -2.800 -0.403 0.376 -0.05 0.23 -0.09 0.12
H -4.321 -2.061 0.493 0.07 -0.08 0.01 0.11
H -6.679 -2.779 0.482 -0.02 -0.12 0.01 0.12
H -9.775 0.416 0.626 -0.01 -0.11 0.00 0.11
H -10.689 -1.081 0.352 0.10 0.15 0.01 0.12
H -9.118 0.406 -1.821 0.02 0.07 -0.08 0.07
H -10.067 -1.064 -2.045 -0.03 -0.06 -0.07 0.08
H -10.875 0.449 -1.608 -0.09 0.08 -0.05 0.08
```
Positions in Å, forces in eV/Å.

Values from the calculation:
F_max = 0.6 eV/A
SMILES = CCOc1ccc(NC(=O)c2ccc(NCC(=O)N3CCCCCC3)cc2)cc1
spin multiplicity = 1
frontier orbital gap = 8.07 eV
total energy = -34935.60184 eV
E_LUMO = 0.54 eV
relative energy (zero: lowest compared OMol25 entry of this formula, charge and spin) = 47.9 kcal/mol
HOMO = -7.5 eV